No. 1
Formula: C34H46N8O3SSiSr
Source: the Open Molecules 2025 dataset
Level of theory: the ωB97M-V functional and the def2-TZVPD basis

The highest occupied orbital energy comes out at -7.182 eV. The value obtained for the LUMO energy is 0.1 eV.

Geometry as ORCA input:
```
! wB97M-V def2-TZVPD RIJCOSX def2/J DEFGRID3
* xyz 0 1
Sr 0.2957 0.2853 -0.7900
O 1.0010 -1.3078 -2.3941
C 1.3064 -1.8249 -3.6039
C 2.6061 -2.1653 -3.9506
C 2.8736 -2.6653 -5.2135
C 1.8449 -2.8143 -6.1361
C 0.5553 -2.4454 -5.7905
C 0.2613 -1.9536 -4.5179
C -1.1248 -1.5857 -4.1539
N -1.5620 -0.7623 -3.2097
C -2.9373 -0.7749 -3.3101
C -3.3428 -1.6114 -4.3010
N -2.1836 -2.1186 -4.8281
H 3.3963 -2.0146 -3.2263
H 3.8917 -2.9151 -5.4883
H 2.0493 -3.2089 -7.1238
H -0.2253 -2.5099 -6.5413
H -3.5581 -0.1700 -2.6723
H -4.3190 -1.8938 -4.6617
H -2.1220 -2.8023 -5.5597
C 4.3046 4.1783 -3.2255
Si 3.8622 4.9775 -1.6012
C 5.4513 5.1710 -0.6223
C 3.1587 6.6808 -1.9504
C 2.6221 4.1419 -0.4351
C 2.4583 4.7755 0.7873
C 1.5783 4.2977 1.7547
C 0.8858 3.1486 1.4652
N 1.0104 2.4877 0.3017
C 1.8434 2.9676 -0.6635
S 1.8727 2.0866 -2.1589
H 5.0713 4.7862 -3.7236
H 3.4366 4.0995 -3.8818
H 4.6974 3.1696 -3.0802
H 6.1918 5.7237 -1.2112
H 5.8796 4.1949 -0.3730
H 5.2953 5.7172 0.3144
H 3.8424 7.2678 -2.5736
H 2.9838 7.2392 -1.0244
H 2.2030 6.6016 -2.4788
H 3.0308 5.6764 1.0005
H 1.4465 4.8024 2.7023
H 0.1892 2.7211 2.1761
C 0.7523 -6.5189 6.3757
C 0.6520 -5.5161 5.2582
C 1.3780 -5.6663 4.0853
C 1.2941 -4.7470 3.0501
C 2.1000 -5.0047 1.7983
C 0.4351 -3.6349 3.1857
C 0.3770 -2.6838 2.0597
O -0.4840 -1.8306 1.8841
C -0.3188 -3.4728 4.3661
C -1.2862 -2.3384 4.5949
C -0.1837 -4.4120 5.3785
H 1.4371 -7.3289 6.1258
H -0.2272 -6.9508 6.5918
H 1.1053 -6.0407 7.2922
H 2.0310 -6.5261 3.9742
H 2.6814 -5.9191 1.9160
H 2.7887 -4.1932 1.5696
H 1.4597 -5.1183 0.9248
H 1.1751 -2.7754 1.3110
H -0.9732 -1.4102 4.1295
H -1.4130 -2.1696 5.6638
H -2.2642 -2.5898 4.1751
H -0.7573 -4.2793 6.2923
C -2.7942 2.1121 -0.7058
N -2.5895 1.2234 0.4576
C -2.8875 2.0077 1.6747
N -4.2523 2.5358 1.6639
C -4.4132 3.3819 0.4759
N -4.1565 2.6410 -0.7666
C -5.0886 1.5081 -0.8185
N -4.9482 0.6137 0.3385
C -3.5690 0.1232 0.3807
C -5.1846 1.4099 1.5512
H -2.5908 1.5566 -1.6268
H -2.0911 2.9450 -0.6372
H -2.1830 2.8368 1.7379
H -2.7538 1.3773 2.5512
H -3.7217 4.2234 0.5383
H -5.4335 3.7669 0.4498
H -4.9103 0.9431 -1.7336
H -6.1097 1.8904 -0.8450
H -3.3741 -0.4731 -0.5107
H -3.4462 -0.5154 1.2568
H -5.0780 0.7666 2.4260
H -6.2037 1.7962 1.5231
N 1.8112 -3.1123 -1.0944
C 1.3672 -1.9281 -1.0786
H 1.9238 -3.5410 -2.0159
O -0.5630 0.7815 3.0460
H 0.3573 0.5576 3.2168
H -0.8983 0.0445 2.5163
*
```

No. 2
Formula: C6H11NO2
Source: the Open Molecules 2025 dataset
Level of theory: the ωB97M-V functional and the def2-TZVPD basis

As for the SMILES: C/N=C(/C)[C@@H](O)C(C)=O. The highest occupied orbital energy comes out at -8.994 eV. The value obtained for the LUMO energy is 0.8 eV.

Geometry as ORCA input:
```
! wB97M-V def2-TZVPD RIJCOSX def2/J DEFGRID3
* xyz 0 1
C 0.2216 -1.1858 -2.0501
N 0.9958 -0.2326 -1.3102
C 0.5407 0.6193 -0.5002
C 1.4919 1.6314 0.0556
C -0.8865 0.6964 0.0499
O -1.8709 0.6439 -0.9352
C -0.9484 -0.6103 0.9263
C -0.1036 -0.6813 2.1634
O -1.7598 -1.4538 0.6099
H -0.6380 -0.7243 -2.5496
H -0.1363 -1.9929 -1.3991
H 0.8792 -1.6229 -2.8064
H 1.3825 2.5532 -0.5240
H 1.2895 1.8624 1.1018
H 2.5140 1.2729 -0.0520
H -1.0020 1.5910 0.6715
H -2.3174 -0.2170 -0.8362
H -0.5733 -1.3493 2.8841
H 0.8667 -1.0978 1.8895
H 0.0543 0.2975 2.6112
*
```

No. 3
Formula: C10H8ClN3S
Source: the Open Molecules 2025 dataset
Level of theory: the ωB97M-V functional and the def2-TZVPD basis

The highest occupied orbital energy (spin up / spin down) comes out at -7.963 / -7.964 eV. The value obtained for the LUMO energy (spin up / spin down) is -1.4 / -1.4 eV.

Geometry as ORCA input:
```
! wB97M-V def2-TZVPD RIJCOSX def2/J DEFGRID3
* xyz 0 1
C 0.5051 2.5563 -1.6485
C -1.3157 -0.2596 0.3113
C 0.6971 -1.3942 1.0346
C -2.0373 -0.7616 1.4142
C 0.0400 -1.6850 2.1659
C 0.0792 -0.5415 0.1336
C -1.3451 -1.5051 2.3478
C 1.9490 1.6579 -3.3291
C 0.8516 2.3599 -2.9787
C 0.6869 -0.1272 -1.0994
N 0.2036 2.6955 -0.5520
N 2.7088 0.9144 -2.5924
N -1.9228 -1.8633 3.5459
S 2.3151 0.2571 -1.1457
Cl 2.3744 1.6255 -5.0436
H -1.7629 0.6098 -0.2701
H 1.7492 -1.5531 1.0122
H -3.1260 -0.6622 1.3855
H 0.5695 -2.4283 2.7273
H 0.2576 3.0897 -3.4950
H 0.0366 0.1454 -1.8560
H -2.3164 -0.9257 3.8035
H -1.1975 -2.2047 4.1290
*
```

No. 4
Formula: C2H7NO2
Source: the Open Molecules 2025 dataset
Level of theory: the ωB97M-V functional and the def2-TZVPD basis

As for the SMILES: CNC=O.O. The highest occupied orbital energy comes out at -9.769 eV. The value obtained for the LUMO energy is 0.8 eV.

Geometry as ORCA input:
```
! wB97M-V def2-TZVPD RIJCOSX def2/J DEFGRID3
* xyz 0 1
C 0.3339 0.8190 2.2779
N 0.3061 -0.4912 1.6926
C -0.1508 -1.7027 2.1336
O -0.3960 -2.6811 1.4886
H 0.7533 1.0084 3.3115
H -0.7820 1.2851 2.0289
H 0.9718 1.1551 1.4237
H 0.5786 -0.7092 0.6215
H -0.1927 -1.9230 3.2522
O -0.5977 1.0669 -6.3804
H -0.6791 0.3768 -5.7938
H -0.1453 1.7958 -6.0564
*
```

Relative energy (zero: lowest compared OMol25 entry of this formula, charge and spin) (computed, eV): 2.504 1.662 0.546 2.679